one) Below is an isolated molecule of CH5N3, with properties calculated with ωB97M-V with the def2-TZVPD basis set.

Values from the calculation:
E_HOMO (alpha / beta) (eV): -8.38 / -8.38
Molecular weight (Da): 59.1
LUMO level (alpha / beta) (hartree): 0.0326 / 0.0327
Gap between HOMO and LUMO (alpha / beta) (eV): 9.270 / 9.272

The geometry in ORCA input format:
```
! wB97M-V def2-TZVPD RIJCOSX def2/J DEFGRID3
* xyz 0 1
C -0.688 1.299 0.021
N -0.238 0.065 0.539
N 0.760 -0.500 -0.357
N 0.915 -1.709 -0.006
H -0.074 1.882 -0.659
H -0.997 1.908 0.844
H -1.615 1.294 -0.507
H 0.493 -1.996 0.852
H 1.444 -2.242 -0.728
*
```

***

two) Below is an isolated molecule of CH5N3, with properties calculated with ωB97M-V with the def2-TZVPD basis set.

Values from the calculation:
E_HOMO (eV): -9.03
Molecular weight (Da): 59.1
LUMO level (hartree): 0.0325
Gap between HOMO and LUMO (eV): 9.912

The geometry in ORCA input format:
```
! wB97M-V def2-TZVPD RIJCOSX def2/J DEFGRID3
* xyz 0 1
N 1.313 -0.616 0.258
C 0.111 -0.172 0.158
N -0.568 -0.598 -1.039
N -0.427 1.030 0.648
H 1.643 -0.470 1.214
H -1.550 -0.821 -0.941
H -0.053 -1.453 -1.228
H -0.799 1.546 -0.134
H 0.331 1.554 1.064
*
```

***

The least stable of the structures above is one), whereas two) is the most stable.